Density functional theory data (ωB97M-V/def2-TZVPD) for an isolated molecule of C4H8FNO at a distorted geometry.

Element x y z (Å)
C: -2.12176 0.43614 0.26602
C: -0.79512 -0.24243 -0.05275
F: -1.27938 -1.47942 -0.54160
N: 0.09349 0.27030 -1.01771
C: 1.29078 -0.57319 -0.81742
C: 1.33320 -0.75094 0.77830
O: -0.04125 -0.58953 1.15055
H: -2.70159 -0.24876 0.93382
H: -2.67193 0.41614 -0.65119
H: -1.97173 1.40747 0.62601
H: 0.33107 1.26445 -0.63156
H: 2.19590 0.02202 -1.34330
H: 1.05491 -1.51230 -1.23752
H: 1.62347 -1.77134 1.11615
H: 1.82378 0.11494 1.40194

## Properties
Kohn-Sham gap, eV: 11.01
Energy relative to the best compared isomer or geometry (same formula, charge and spin), kcal per mole: 12.87
Structure (SMILES): C[C@@]1(F)NCCO1